This record from OMol25 describes a gas-phase ion, C3H8N3 (charge +1). The level of theory is ωB97M-V with the def2-TZVPD basis set.

Its net charge is +1. The multiplicity is 1. The value obtained for the maximum force is 0.070 Eh/bohr. Its structure (SMILES) is C#CNNC[NH3+]. The calculation puts the energy relative to the best compared isomer or geometry (same formula, charge and spin) at 124.2 kcal/mol.

Geometry (Å):
N -0.2688 -0.0711 -1.4983
N -0.2585 0.7487 0.6003
N 1.0547 0.1851 0.3892
C 1.2124 -0.0559 -1.0356
C -1.4300 -0.5499 2.4414
C -0.9236 0.1805 1.6401
H -0.6600 -1.0303 -1.4713
H -1.9191 -0.9659 3.2539
H 1.7209 -0.9879 -1.2210
H -0.4247 0.4441 -2.3293
H -0.7449 0.3448 -0.6544
H -0.3636 1.7102 0.4854
H 1.2558 -0.7346 0.9356
H 1.7494 0.7821 -1.5360

Forces on the atoms, in the same order (eV/Å):
1.64 -2.86 -1.49
0.34 -2.17 2.64
1.15 -1.22 0.88
-1.48 1.15 -0.15
0.26 1.02 -0.65
0.03 -0.26 0.02
0.38 0.53 -0.91
-0.52 -0.79 0.94
-0.02 -0.23 -0.19
-0.38 0.10 -1.27
-0.21 0.64 0.32
0.68 2.19 0.47
-1.24 2.47 -0.80
-0.63 -0.56 0.19

natural (NBO) atomic charge list, values in e, 8 entries: number 1, N, carries -0.73; number 2, N, carries -0.51; number 3, N, carries -0.45; number 4, C, carries -0.06; number 5, C, carries -0.18; number 6, C, carries 0.09; number 7, H, carries 0.44; number 8, H, carries 0.26